1.
12
Properties=species:S:1:pos:R:3:forces:R:3:lowdin_charge:R:1 method="wB97M-V/def2-TZVPD" e_tot_ev=-16555.482 homo_lumo_gap_ev="6.5 / 6.5" homo_ev="-13.09 / -13.09" total_charge=+1 de_lowest_kj_mol=684.0
C -1.655710 0.247028 0.370740 1.8 -0.5 -0.3 -0.46
C -2.739187 0.312893 -0.600722 0.4 -1.2 0.0 -0.37
C 1.809103 0.005442 -0.627597 0.2 1.4 -0.2 0.01
C 1.874660 -0.471820 1.001177 -2.1 2.5 -0.7 0.06
N 1.028126 0.456182 0.359573 0.5 -1.2 2.0 0.10
S -2.889862 0.918542 1.191742 -0.8 0.0 -1.0 0.98
H -2.550136 0.984667 -1.429833 -0.5 0.6 0.2 0.07
H -3.171697 -0.664224 -0.955616 0.0 1.1 0.9 0.10
H 2.271374 0.905153 -1.078185 0.0 -1.1 -0.7 0.15
H 1.855283 -1.022782 -0.951688 0.2 0.0 -0.7 0.14
H 1.711028 -1.479026 0.885553 -0.2 -2.3 -0.4 0.09
H 2.457022 -0.192059 1.834861 0.5 0.8 0.8 0.12



2.
12
Properties=species:S:1:pos:R:3:forces:R:3:lowdin_charge:R:1 method="wB97M-V/def2-TZVPD" e_tot_ev=-16559.535 homo_lumo_gap_ev=7.7 homo_ev=-13.33 total_charge=+1 de_lowest_kj_mol=293.0
C 1.356196 0.391641 0.365287 -0.6 -1.3 1.6 0.12
C -0.417111 -1.064664 1.705915 0.8 1.0 -0.9 -0.21
C -0.548888 0.439670 -1.113531 -0.8 -0.1 -0.1 -0.14
C -1.609665 0.098175 -0.382506 0.1 -0.1 0.3 -0.33
N 0.723699 0.819604 -0.666292 0.6 0.6 -0.7 -0.05
S -1.652570 -0.015102 1.385204 0.0 -0.2 -0.2 1.04
H 2.305249 0.863485 0.599148 0.1 0.3 -0.4 0.07
H -0.111722 -1.161968 2.735591 0.1 0.0 0.2 0.06
H -0.001686 -1.731327 0.970923 -0.2 -0.1 -0.1 0.05
H -0.671063 0.537806 -2.187104 0.0 0.0 0.1 0.14
H -2.569022 -0.054149 -0.851723 0.0 0.0 -0.1 0.08
H 1.150452 1.498991 -1.310698 0.0 -0.1 0.3 0.17



3.
13
Properties=species:S:1:pos:R:3:forces:R:3:lowdin_charge:R:1 method="wB97M-V/def2-TZVPD" e_tot_ev=-27397.312 homo_lumo_gap_ev=8.9 homo_ev=-13.49 total_charge=+1 de_lowest_kj_mol=36.0
C -0.409095 1.289321 1.156143 -2.2 2.4 2.1 -0.22
C -0.297060 0.754698 2.435299 -0.3 2.6 1.6 -0.35
C 0.149422 -0.840409 0.762343 -0.8 2.0 -4.1 -0.38
C 0.344039 -0.699233 -2.323465 3.4 0.8 2.2 -0.38
N -0.250581 0.404433 0.172560 2.1 -4.3 1.8 -0.42
S 0.173206 -0.868649 2.401348 0.0 0.2 0.0 1.17
S -0.346265 0.703551 -1.536706 -1.2 1.5 0.1 1.01
H -0.893138 2.309186 1.000895 1.2 -1.5 -0.1 0.17
H -0.453961 1.365794 3.458622 0.4 -1.7 -2.7 0.16
H 0.382304 -1.550867 -0.029573 0.1 -0.5 1.1 0.08
H 0.242912 -0.540021 -3.345480 -0.2 0.6 -1.9 0.04
H -0.090633 -1.606210 -2.105894 -1.2 -2.0 0.6 0.02
H 1.448851 -0.721594 -2.046091 -1.2 -0.2 -0.7 0.09



4.
11
Properties=species:S:1:pos:R:3:forces:R:3:lowdin_charge:R:1 method="wB97M-V/def2-TZVPD" smiles="C1=CCOC1" e_tot_ev=-6291.528 homo_lumo_gap_ev=10.3 homo_ev=-9.18 de_lowest_kj_mol=37.7
C 0.675670 0.896231 -0.126205 0.0 -0.1 0.1 -0.07
C 1.063823 -0.362977 0.028758 -0.1 0.1 -0.1 -0.07
C -0.154072 -1.250415 0.077495 0.2 -0.2 0.0 -0.21
O -1.231101 -0.404862 -0.290501 -0.1 0.0 0.0 -0.13
C -0.831556 0.941279 -0.097637 0.0 0.3 0.0 -0.21
H 1.308035 1.774922 -0.202043 -0.1 -0.2 0.1 0.10
H 2.079582 -0.728164 0.137164 -0.2 0.1 -0.1 0.10
H -0.316884 -1.666337 1.085881 0.1 0.0 -0.1 0.12
H -0.111151 -2.085397 -0.631212 0.0 0.1 0.1 0.12
H -1.180648 1.317044 0.876863 0.0 0.0 0.0 0.12
H -1.301695 1.568679 -0.858563 0.1 -0.1 -0.1 0.12



5.
11
Properties=species:S:1:pos:R:3:forces:R:3:lowdin_charge:R:1 method="wB97M-V/def2-TZVPD" smiles="O=C1CCC1" e_tot_ev=-6291.867 homo_lumo_gap_ev=10.6 homo_ev=-9.56 de_lowest_kj_mol=4.9
O -2.349015 0.055390 -0.061328 0.5 0.0 0.0 0.10
C -1.150104 0.025568 -0.056984 -0.4 0.0 0.0 -0.41
C -0.061553 1.099421 -0.150756 -0.1 0.2 0.0 -0.09
C 0.986569 -0.014337 0.109415 0.2 0.0 0.0 -0.17
C -0.122085 -1.098394 0.080689 0.0 -0.1 0.0 -0.09
H -0.010432 1.562904 -1.142176 0.0 -0.1 0.1 0.12
H -0.140532 1.892206 0.599364 0.0 -0.1 -0.1 0.11
H 1.483804 0.072065 1.078122 -0.1 0.0 -0.1 0.10
H 1.746735 -0.118938 -0.666165 -0.1 0.0 0.1 0.10
H -0.231215 -1.714521 0.975566 0.0 0.0 -0.1 0.11
H -0.105069 -1.755672 -0.793517 0.0 0.1 0.1 0.12



6.
11
Properties=species:S:1:pos:R:3:forces:R:3:lowdin_charge:R:1 method="wB97M-V/def2-TZVPD" e_tot_ev=-6288.422 homo_lumo_gap_ev=9.3 homo_ev=-8.52 de_lowest_kj_mol=337.3
C 0.518616 -0.421373 0.060804 1.3 0.6 0.1 -0.16
C -0.415076 0.187560 -1.332584 0.4 0.0 0.0 0.00
C -0.110143 -0.457707 1.422941 -0.3 -0.3 -0.2 -0.08
C 0.941110 0.731887 -0.545632 -0.9 -1.5 0.8 -0.42
O 1.685474 1.672483 -0.576365 -0.5 0.0 -0.5 0.08
H -0.419024 -0.956916 -0.905084 0.0 1.2 0.0 0.14
H -1.330047 0.742122 -1.137112 0.2 0.1 -0.1 0.10
H -0.170503 -0.108433 -2.348828 -0.1 0.0 0.1 0.10
H -0.486120 -1.451603 1.664833 0.0 0.1 0.1 0.07
H -0.907693 0.276203 1.574026 0.0 0.0 0.0 0.08
H 0.693408 -0.214222 2.123001 0.0 0.0 -0.1 0.09



7.
11
Properties=species:S:1:pos:R:3:forces:R:3:lowdin_charge:R:1 method="wB97M-V/def2-TZVPD" smiles="C#CC.C=O" e_tot_ev=-6289.960 homo_lumo_gap_ev=11.0 homo_ev=-10.00 de_lowest_kj_mol=188.9
C -1.484999 0.901756 -0.074926 0.3 -0.1 0.4 0.08
C -0.654647 0.557158 0.728058 -0.4 0.1 -0.4 -0.21
C 0.384962 0.095535 1.643130 0.0 -0.1 0.1 -0.10
H -2.214175 1.235425 -0.779212 0.1 -0.1 0.1 0.03
H 0.943308 -0.720818 1.172284 -0.1 0.1 0.1 0.06
H 1.091731 0.898394 1.874135 -0.1 -0.1 0.0 0.08
H -0.048818 -0.265002 2.582034 0.1 0.1 -0.2 0.08
C 0.488536 -0.671553 -1.786033 0.3 -0.2 0.1 -0.17
O 1.443675 -1.093700 -1.179680 -0.5 0.2 -0.3 -0.03
H -0.441098 -1.259702 -1.907465 0.1 0.0 0.1 0.08
H 0.491525 0.322507 -2.272325 0.1 -0.1 0.1 0.08



8.
11
Properties=species:S:1:pos:R:3:forces:R:3:lowdin_charge:R:1 method="wB97M-V/def2-TZVPD" smiles="C=CC(C)=O" e_tot_ev=-6291.598 homo_lumo_gap_ev=10.2 homo_ev=-9.81 de_lowest_kj_mol=30.9
C 2.024915 0.249141 -0.062785 0.2 -2.2 0.5 0.03
C 0.855632 -0.394003 0.119083 0.1 1.1 -0.1 -0.10
C -0.403193 0.471465 0.062485 1.3 -0.6 0.2 -0.49
C -1.714036 -0.220613 -0.034039 -1.9 -1.6 -0.8 -0.05
O -0.283972 1.673709 0.098374 -0.4 0.0 -0.1 0.06
H 2.088924 1.302964 -0.322859 0.0 -0.3 0.2 0.07
H 2.927014 -0.399327 0.096186 -0.6 1.1 -0.5 0.08
H 0.789289 -1.482190 0.315529 0.0 0.9 -0.1 0.10
H -2.343959 0.325382 -0.777278 0.4 -0.3 0.6 0.09
H -2.301832 -0.206784 0.935674 0.9 -0.1 -1.0 0.10
H -1.638778 -1.319742 -0.430368 0.0 2.0 1.0 0.11